Run w
ORCA calculation (wB97M-V/def2-TZVPD) on a 12-piece molecular cluster, C58H152N12O17 overall.

As for the spin multiplicity: 1. The structure (SMILES) is COC[C@H](C)N.COC[C@H](C)N.COC[C@H](C)N.COC[C@H](C)N.COC[C@H](C)N.COC[C@H](C)N.COC[C@H](C)N.COCCNCCOC.COCCNCCOC.COCCNCCOC.COCCNCCOC.COCCNCCOC. Its charge is 0. Its orbital gap is 9.05 eV. The highest occupied orbital energy is -8.52 eV. The LUMO energy is 0.53 eV.

Last column: Löwdin charge in e.
Atoms and positions in Å:
1 O -30.28 11.13 -6.36  -0.1873
2 O -27.19 15.25 -12.67  -0.2323
3 O -22.09 4.35 -10.31  -0.2027
4 O -34.51 18.27 -12.12  -0.1966
5 O -30.60 6.34 -12.02  -0.1829
6 O -29.39 12.89 -10.67  -0.2014
7 O -32.56 11.11 -15.55  -0.1611
8 O -31.52 5.00 -6.34  -0.2062
9 O -27.21 6.10 -15.40  -0.1857
10 O -23.86 11.80 -13.53  -0.2255
11 O -21.70 11.80 -5.16  -0.2170
12 O -25.02 7.21 -10.44  -0.2011
13 O -26.71 10.04 -6.79  -0.2250
14 O -34.75 12.34 -11.12  -0.1974
15 O -31.90 16.05 -7.99  -0.2363
16 O -27.26 15.19 -7.06  -0.1958
17 O -27.96 14.62 -17.09  -0.1897
18 N -36.18 11.25 -8.95  0.0420
19 N -29.98 13.70 -15.46  -0.0750
20 N -31.04 8.48 -7.25  -0.0499
21 N -21.85 7.16 -8.75  -0.0663
22 N -31.62 4.59 -9.85  0.0585
23 N -22.90 11.80 -16.32  0.0459
24 N -29.08 17.09 -8.34  -0.0621
25 N -25.31 11.47 -4.76  -0.0544
26 N -27.93 12.25 -13.26  0.0824
27 N -24.67 14.72 -13.59  0.0788
28 N -31.26 17.11 -10.90  0.0538
29 N -29.70 7.98 -17.27  0.0345
30 C -28.43 15.47 -16.04  -0.2152
31 C -31.94 6.33 -6.71  -0.2301
32 C -25.20 11.36 -16.95  -0.0783
33 C -31.31 17.05 -7.21  -0.2057
34 C -24.29 11.89 -15.90  -0.4714
35 C -30.10 7.64 -12.02  -0.1155
36 C -26.37 9.38 -8.05  -0.0601
37 C -33.49 18.02 -11.14  -0.1997
38 C -27.98 8.90 -15.92  -0.0540
39 C -27.99 10.58 -11.57  -0.0601
40 C -27.66 17.10 -8.33  -0.1960
41 C -28.51 6.46 -15.78  -0.1966
42 C -23.06 12.30 -5.11  -0.2000
43 C -21.26 4.74 -9.21  -0.2200
44 C -32.95 15.79 -12.08  -0.0425
45 C -23.28 7.02 -8.96  -0.2081
46 C -28.82 11.47 -12.51  -0.4410
47 C -30.71 7.09 -7.04  -0.2335
48 C -20.74 12.85 -5.05  -0.1027
49 C -29.75 5.55 -11.24  -0.2031
50 C -32.41 17.18 -11.78  -0.4301
51 C -33.25 15.80 -7.67  -0.1045
52 C -23.59 7.41 -10.41  -0.1767
53 C -29.92 9.25 -7.73  -0.2108
54 C -26.51 13.99 -6.94  -0.1067
55 C -20.94 6.24 -9.40  -0.1963
56 C -29.87 15.12 -15.81  -0.1882
57 C -24.94 14.83 -12.18  -0.4876
58 C -30.53 4.29 -10.72  -0.4579
59 C -25.60 7.84 -11.57  -0.1130
60 C -27.23 4.90 -14.72  -0.1287
61 C -32.61 9.79 -15.17  -0.1428
62 C -30.34 12.52 -6.23  -0.1047
63 C -22.22 2.93 -10.32  -0.1068
64 C -34.01 11.51 -10.22  -0.1908
65 C -31.31 13.17 -15.51  -0.1965
66 C -28.45 15.84 -12.33  -0.0890
67 C -24.06 11.19 -12.26  -0.0882
68 C -30.17 10.73 -7.73  -0.2018
69 C -26.20 10.30 -4.48  -0.1683
70 C -26.96 15.74 -8.34  -0.2365
71 C -34.77 11.61 -8.89  -0.4587
72 C -28.41 7.68 -16.76  -0.4336
73 C -29.77 16.81 -7.13  -0.2098
74 C -31.01 3.47 -11.86  -0.0687
75 C -26.08 15.83 -11.99  -0.1773
76 C -35.53 19.08 -11.58  -0.1185
77 C -26.57 14.83 -17.30  -0.0959
78 C -24.60 11.17 -14.59  -0.1913
79 C -34.07 10.75 -7.87  -0.0514
80 C -26.25 9.35 -5.64  -0.2470
81 C -32.59 4.08 -6.16  -0.1051
82 C -23.92 11.07 -4.94  -0.2132
83 C -34.62 11.91 -12.44  -0.1208
84 C -30.32 13.68 -10.00  -0.1036
85 C -29.98 12.13 -11.70  -0.1755
86 C -23.78 15.31 -11.41  -0.0656
87 C -31.36 11.67 -15.13  -0.2356
88 H -28.44 16.92 -12.54  0.0956
89 H -27.35 9.88 -12.12  0.0570
90 H -28.96 5.60 -16.27  0.1242
91 H -33.05 11.99 -10.01  0.1029
92 H -31.21 5.06 -9.03  0.0503
93 H -28.62 9.96 -10.92  0.0582
94 H -27.82 15.27 -15.15  0.1089
95 H -36.17 10.25 -9.14  0.0713
96 H -25.31 9.52 -8.29  0.0806
97 H -23.65 10.52 -4.04  0.1239
98 H -30.74 14.44 -10.68  0.0658
99 H -22.74 2.58 -9.41  0.0858
100 H -31.51 18.03 -7.64  0.1222
101 H -27.05 8.66 -15.42  0.0710
102 H -25.28 8.92 -5.90  0.1065
103 H -33.80 15.90 -12.75  0.0869
104 H -32.07 17.64 -12.71  0.1400
105 H -31.92 13.75 -14.81  0.1142
106 H -31.67 16.88 -6.20  0.1181
107 H -29.60 15.82 -6.67  0.1104
108 H -20.31 4.19 -9.25  0.1107
109 H -21.62 7.22 -7.77  0.1058
110 H -31.00 18.04 -10.59  0.0810
111 H -27.60 7.45 -17.49  0.1452
112 H -21.68 4.46 -8.24  0.1249
113 H -33.29 4.54 -5.46  0.0803
114 H -29.34 10.80 -13.21  0.1126
115 H -31.42 2.52 -11.55  0.0785
116 H -26.68 7.63 -11.66  0.0763
117 H -21.24 2.47 -10.21  0.0798
118 H -23.25 12.84 -6.03  0.1149
119 H -26.22 11.51 -16.62  0.0659
120 H -24.55 12.94 -15.76  0.1126
121 H -33.98 9.78 -8.35  0.0780
122 H -27.43 11.22 -10.89  0.0733
123 H -23.71 6.05 -8.74  0.1132
124 H -28.46 12.88 -13.87  0.0554
125 H -29.22 15.29 -12.87  0.0738
126 H -23.46 11.79 -11.57  0.0986
127 H -26.89 8.49 -5.43  0.1204
128 H -28.66 15.83 -11.25  0.0567
129 H -29.26 11.17 -8.12  0.1192
130 H -22.98 14.57 -11.47  0.0760
131 H -29.02 9.06 -7.14  0.1115
132 H -33.37 15.42 -6.66  0.0867
133 H -25.52 14.27 -13.94  0.0566
134 H -23.84 7.63 -8.27  0.0942
135 H -25.72 9.80 -3.64  0.1194
136 H -24.28 10.14 -14.70  0.1271
137 H -25.83 16.80 -12.40  0.1329
138 H -33.16 3.88 -7.07  0.0795
139 H -25.64 11.90 -5.62  0.0591
140 H -34.83 12.69 -8.68  0.1285
141 H -19.96 6.46 -8.96  0.1159
142 H -23.08 6.72 -11.08  0.1160
143 H -29.42 17.53 -6.37  0.1270
144 H -22.30 12.18 -15.57  0.0785
145 H -25.88 15.93 -8.40  0.1161
146 H -33.63 15.07 -8.39  0.0781
147 H -20.89 13.40 -4.11  0.0816
148 H -29.39 6.18 -10.43  0.1098
149 H -33.91 16.67 -7.77  0.0894
150 H -29.98 7.02 -6.22  0.1292
151 H -32.20 3.14 -5.79  0.0832
152 H -35.06 12.62 -13.14  0.0969
153 H -33.21 15.26 -11.17  0.0738
154 H -27.57 4.11 -15.38  0.0904
155 H -36.66 11.82 -9.66  0.0833
156 H -31.09 11.01 -8.23  0.0964
157 H -33.98 17.42 -10.36  0.1187
158 H -32.47 9.71 -14.09  0.0745
159 H -23.31 8.46 -10.53  0.1173
160 H -25.12 7.58 -12.53  0.0954
161 H -27.18 10.70 -4.30  0.1147
162 H -28.91 5.22 -11.84  0.0997
163 H -25.10 10.29 -17.13  0.0802
164 H -36.28 19.28 -12.33  0.0864
165 H -26.40 15.87 -17.61  0.0894
166 H -29.59 8.85 -17.77  0.0793
167 H -31.71 13.24 -16.53  0.1260
168 H -25.69 11.25 -14.41  0.1116
169 H -23.08 12.91 -4.22  0.1205
170 H -29.05 7.63 -12.30  0.0717
171 H -27.82 4.97 -13.81  0.0708
172 H -26.90 13.27 -7.67  0.0876
173 H -29.47 16.67 -9.18  0.0774
174 H -30.55 12.81 -12.34  0.1099
175 H -23.79 10.14 -12.26  0.0615
176 H -27.03 9.90 -8.76  0.0724
177 H -29.80 3.75 -10.10  0.1445
178 H -29.52 13.08 -16.10  0.1007
179 H -33.05 11.01 -7.63  0.0479
180 H -25.14 11.16 -12.10  0.0650
181 H -24.01 13.96 -13.70  0.0585
182 H -31.20 11.52 -14.06  0.0863
183 H -28.39 16.53 -16.31  0.1269
184 H -26.22 4.62 -14.43  0.0936
185 H -30.25 6.62 -7.91  0.1111
186 H -32.21 5.26 -10.36  0.0887
187 H -27.40 17.61 -9.27  0.1166
188 H -28.74 8.98 -15.14  0.0627
189 H -25.33 13.89 -11.74  0.1360
190 H -30.02 7.26 -17.92  0.0849
191 H -31.05 12.98 -9.61  0.0646
192 H -29.81 14.19 -9.19  0.0835
193 H -25.46 14.17 -7.15  0.0857
194 H -26.22 14.15 -18.09  0.0882
195 H -29.48 13.01 -6.67  0.0742
196 H -26.38 15.92 -10.94  0.0973
197 H -22.89 2.67 -11.12  0.0879
198 H -33.21 19.01 -10.71  0.1326
199 H -29.86 9.01 -8.77  0.0998
200 H -24.95 11.85 -17.90  0.0861
201 H -36.01 18.56 -10.76  0.0856
202 H -34.67 10.74 -6.97  0.0826
203 H -25.98 14.62 -16.41  0.0658
204 H -30.30 15.73 -15.01  0.1139
205 H -26.56 8.29 -8.02  0.0940
206 H -31.53 16.63 -10.02  0.0513
207 H -20.78 6.41 -10.46  0.1163
208 H -31.32 8.84 -6.33  0.1235
209 H -29.01 6.85 -14.91  0.1130
210 H -27.37 12.89 -12.69  0.0666
211 H -25.42 8.91 -11.46  0.0516
212 H -27.82 9.84 -16.44  0.0615
213 H -33.56 11.79 -12.73  0.0738
214 H -23.34 16.18 -11.90  0.0944
215 H -23.77 10.42 -5.79  0.1074
216 H -32.59 6.75 -5.94  0.1248
217 H -30.18 8.12 -11.02  0.0802
218 H -24.03 15.53 -10.37  0.0727
219 H -26.72 13.59 -5.95  0.0851
220 H -30.42 15.25 -16.74  0.1194
221 H -35.05 10.91 -12.53  0.0877
222 H -30.37 12.79 -5.18  0.0927
223 H -31.73 4.02 -12.46  0.0816
224 H -30.51 11.17 -15.61  0.1230
225 H -30.12 3.27 -12.47  0.0811
226 H -32.60 6.25 -7.60  0.1201
227 H -33.60 9.38 -15.41  0.0979
228 H -19.77 12.37 -5.07  0.0831
229 H -32.14 15.18 -12.48  0.0538
230 H -30.55 11.33 -11.24  0.1190
231 H -33.94 10.47 -10.55  0.1320
232 H -27.20 15.05 -9.15  0.1079
233 H -35.09 20.01 -11.24  0.0819
234 H -31.89 9.10 -15.64  0.0785
235 H -27.35 17.58 -7.38  0.1339
236 H -31.25 12.84 -6.73  0.0778
237 H -22.58 10.83 -16.48  0.0832
238 H -20.91 13.57 -5.86  0.0847
239 H -30.70 8.13 -12.78  0.0873

=====

Run x
ORCA calculation (wB97M-V/def2-TZVPD) on a 12-piece molecular cluster, C58H152N12O17 overall.

As for the spin multiplicity: 1. The structure (SMILES) is COC[C@H](C)N.COC[C@H](C)N.COC[C@H](C)N.COC[C@H](C)N.COC[C@H](C)N.COC[C@H](C)N.COC[C@H](C)N.COCCNCCOC.COCCNCCOC.COCCNCCOC.COCCNCCOC.COCCNCCOC. Its charge is 0. Its orbital gap is 8.40 eV. The highest occupied orbital energy is -8.00 eV. The LUMO energy is 0.39 eV.

Last column: Löwdin charge in e.
Atoms and positions in Å:
1 O 10.49 5.13 9.24  -0.1629
2 O 5.71 12.43 5.55  -0.1988
3 O 4.96 5.07 2.77  -0.2216
4 O 1.07 5.64 4.90  -0.2104
5 O 10.06 11.62 2.28  -0.1887
6 O -1.36 2.20 4.84  -0.1798
7 O 4.52 23.88 3.48  -0.1911
8 O 1.26 7.58 9.65  -0.1986
9 O 5.77 17.64 4.65  -0.1915
10 O 7.33 11.63 10.89  -0.2189
11 O 3.30 10.23 1.71  -0.2246
12 O 0.75 12.60 5.70  -0.1646
13 O 4.86 7.03 7.59  -0.2158
14 O 3.42 15.18 2.34  -0.2078
15 O 6.42 0.54 9.62  -0.1880
16 O 10.79 10.02 9.68  -0.1655
17 O 11.87 7.73 5.82  -0.1910
18 N 5.86 7.86 2.77  0.0761
19 N 9.33 4.28 12.72  0.0133
20 N 9.82 9.29 7.10  -0.0245
21 N 1.54 3.30 6.92  -0.0588
22 N 2.13 10.61 7.64  -0.0585
23 N 6.77 20.95 3.20  -0.0785
24 N 13.25 12.46 0.42  0.0361
25 N 4.95 1.90 7.31  0.0445
26 N 3.97 13.00 0.57  0.0578
27 N 4.76 12.60 8.43  0.0621
28 N 5.71 9.33 5.62  -0.0083
29 N 6.58 2.18 4.50  0.0320
30 C 1.46 4.74 7.21  -0.1639
31 C 5.25 8.81 1.93  -0.4452
32 C 10.18 12.30 3.54  -0.0925
33 C 0.84 2.88 5.73  -0.2356
34 C 6.59 10.27 4.91  -0.1845
35 C 5.74 4.33 3.72  -0.1681
36 C 5.53 6.87 6.36  -0.2210
37 C 5.31 4.86 1.44  -0.1211
38 C 5.51 21.64 3.48  -0.2069
39 C 9.61 10.56 7.77  -0.2088
40 C 5.81 18.62 3.68  -0.2180
41 C 0.66 14.03 5.59  -0.0828
42 C 10.90 9.97 11.12  -0.0675
43 C 6.89 19.77 4.04  -0.1954
44 C 5.85 11.56 4.48  -0.2281
45 C 1.49 6.08 3.68  -0.1381
46 C 6.04 11.81 10.36  -0.1873
47 C 7.09 13.35 8.62  -0.0445
48 C 4.26 2.24 4.00  -0.0415
49 C 9.84 5.35 10.49  -0.1853
50 C 5.59 8.45 0.52  -0.0616
51 C 4.79 3.78 8.66  -0.0652
52 C 11.31 11.44 1.63  -0.2088
53 C 6.05 12.25 8.88  -0.4346
54 C 5.63 23.11 3.03  -0.2167
55 C 9.58 10.43 9.25  -0.2934
56 C 2.11 12.28 5.85  -0.2643
57 C 12.43 6.54 5.29  -0.1317
58 C 5.60 2.83 3.61  -0.4341
59 C 5.72 7.35 8.72  -0.0734
60 C 4.66 15.07 1.70  -0.2215
61 C 10.17 9.45 5.72  -0.2085
62 C 6.44 8.06 5.96  -0.1899
63 C 2.30 10.78 6.17  -0.1846
64 C 11.94 12.74 1.08  -0.4343
65 C 6.97 16.95 4.95  -0.0935
66 C 11.06 13.42 0.05  -0.0636
67 C 2.00 9.15 7.99  -0.1502
68 C 7.36 11.06 12.17  -0.1013
69 C 10.64 8.11 5.13  -0.1874
70 C 3.72 8.96 2.24  -0.1444
71 C 4.69 24.54 4.75  -0.0965
72 C 6.30 13.36 0.87  -0.0476
73 C 6.63 -0.19 10.85  -0.1098
74 C 10.43 6.27 8.45  -0.1246
75 C -1.10 2.44 3.46  -0.1153
76 C 9.09 2.92 10.77  -0.0501
77 C 2.01 5.60 6.02  -0.1344
78 C 5.46 1.58 9.75  -0.1856
79 C 5.58 2.49 8.46  -0.4154
80 C 4.90 13.58 1.50  -0.4287
81 C 1.60 8.95 9.52  -0.2015
82 C 5.35 13.79 5.17  -0.0704
83 C 1.97 10.66 2.17  -0.0504
84 C -0.68 3.08 5.73  -0.2021
85 C 0.83 7.36 11.01  -0.1060
86 C 9.91 4.09 11.39  -0.4071
87 C 2.88 16.48 2.47  -0.0730
88 H 3.74 24.88 5.16  0.0823
89 H 10.95 10.88 0.77  0.1289
90 H 6.36 11.36 8.34  0.1135
91 H 9.88 7.34 5.24  0.1146
92 H 8.03 3.15 10.65  0.0687
93 H 5.26 3.81 1.16  0.0822
94 H 8.81 5.69 10.37  0.1191
95 H 11.04 10.09 5.61  0.1114
96 H 6.87 11.68 12.92  0.0872
97 H 10.96 12.73 -0.79  0.0824
98 H 7.25 8.14 6.68  0.0969
99 H 3.15 8.09 1.90  0.1207
100 H 12.08 13.37 1.96  0.1184
101 H 6.60 23.53 3.29  0.1148
102 H 5.40 6.97 2.66  0.0440
103 H 8.69 10.95 7.35  0.1024
104 H 4.71 5.47 0.76  0.0859
105 H 5.99 2.56 2.63  0.1262
106 H 1.77 11.65 1.77  0.0767
107 H 6.99 0.38 11.71  0.0775
108 H -0.13 7.80 11.25  0.0832
109 H 5.35 2.39 6.53  0.0275
110 H 5.02 23.84 5.52  0.0763
111 H 0.77 9.60 9.79  0.1170
112 H 13.76 13.33 0.46  0.0660
113 H 10.38 6.16 10.98  0.1156
114 H 4.71 15.69 0.81  0.1298
115 H 3.02 5.26 5.81  0.1045
116 H 5.60 23.24 1.95  0.1222
117 H 1.00 14.41 4.63  0.0723
118 H 6.99 9.90 3.97  0.1058
119 H 9.41 6.54 8.18  0.0827
120 H 5.87 -0.90 11.17  0.0817
121 H 2.69 12.80 6.61  0.1067
122 H 9.35 11.42 9.65  0.1082
123 H 6.02 8.40 8.68  0.0708
124 H 2.52 3.07 6.84  0.0574
125 H 3.59 9.12 3.31  0.1025
126 H 1.45 10.24 5.75  0.1117
127 H 13.77 11.81 0.99  0.0566
128 H 2.12 4.97 8.04  0.1008
129 H 7.49 2.59 4.36  0.0704
130 H 6.63 2.72 8.27  0.1311
131 H 5.80 9.75 2.06  0.1226
132 H 10.92 10.96 11.56  0.0887
133 H 2.18 5.44 3.13  0.0782
134 H 4.71 13.16 2.48  0.1068
135 H 11.44 14.38 -0.29  0.0756
136 H 1.18 9.93 1.97  0.0897
137 H 0.70 6.31 11.26  0.0839
138 H 3.87 2.60 4.95  0.0552
139 H 0.97 1.80 5.69  0.1270
140 H 5.51 12.60 10.90  0.1278
141 H 5.69 2.21 10.61  0.1081
142 H 4.82 11.36 4.17  0.1133
143 H 5.47 10.89 10.49  0.1169
144 H 5.29 21.66 4.54  0.1106
145 H 2.98 17.02 1.52  0.0923
146 H 1.93 10.86 3.24  0.0602
147 H 6.92 14.32 9.08  0.0804
148 H 7.45 -0.84 10.55  0.0829
149 H 7.14 16.23 4.14  0.0723
150 H 6.63 6.76 8.71  0.0753
151 H 3.80 3.57 9.07  0.0827
152 H -0.05 2.58 3.22  0.0719
153 H 1.25 14.49 6.37  0.0914
154 H 6.90 7.66 5.05  0.0963
155 H 10.78 8.15 4.05  0.1164
156 H -0.99 4.12 5.57  0.1161
157 H 2.45 9.14 10.17  0.1095
158 H 3.51 2.46 3.24  0.0804
159 H 9.49 3.39 13.17  0.0638
160 H 6.24 6.05 6.45  0.1108
161 H 10.47 8.75 7.65  0.0783
162 H 6.77 10.15 12.13  0.0848
163 H -0.40 14.32 5.55  0.0881
164 H 5.56 14.41 6.05  0.0782
165 H 6.79 1.32 4.00  0.0784
166 H 1.29 3.26 4.81  0.0858
167 H 6.49 12.00 3.72  0.1142
168 H 6.57 12.32 0.66  0.0689
169 H 4.11 11.83 8.43  0.0477
170 H 5.42 15.53 2.34  0.1056
171 H 0.61 6.38 3.11  0.0955
172 H 5.25 0.94 7.18  0.0791
173 H 9.38 9.69 5.00  0.1003
174 H 4.85 19.12 3.72  0.1025
175 H 6.42 13.89 -0.07  0.0810
176 H 6.82 20.01 5.10  0.1163
177 H 2.07 6.99 3.81  0.0652
178 H 9.83 4.96 13.27  0.0638
179 H 3.23 10.44 5.73  0.0908
180 H 12.52 6.52 4.20  0.0819
181 H 5.05 7.57 0.16  0.0593
182 H 2.02 6.64 6.34  0.1011
183 H 10.95 7.16 8.81  0.0837
184 H 5.70 8.12 3.73  0.0224
185 H 9.56 2.65 9.83  0.0794
186 H 10.38 11.31 7.56  0.1250
187 H 2.58 12.44 4.88  0.1001
188 H 11.79 9.41 11.40  0.0864
189 H 4.77 6.67 5.59  0.1032
190 H 10.04 13.59 0.40  0.0681
191 H 4.66 21.14 3.01  0.1149
192 H 6.35 5.14 1.31  0.0971
193 H 6.66 8.30 0.40  0.0855
194 H 4.32 14.06 4.93  0.0791
195 H 10.96 11.89 4.19  0.0761
196 H 12.06 10.89 2.20  0.1195
197 H 8.08 13.17 9.05  0.0587
198 H 4.74 12.75 7.43  0.0294
199 H 5.26 9.18 -0.23  0.0791
200 H 4.01 12.01 0.74  0.0469
201 H 4.43 1.25 9.89  0.1273
202 H 11.95 5.61 5.58  0.0767
203 H 8.37 10.84 12.52  0.0762
204 H 3.47 17.00 3.22  0.0692
205 H 5.84 14.19 4.29  0.0697
206 H 5.19 7.16 9.66  0.0911
207 H 1.58 7.75 11.70  0.0798
208 H 7.43 10.61 5.53  0.0933
209 H 1.87 16.37 2.88  0.0863
210 H 5.27 4.45 9.37  0.0684
211 H 3.04 13.32 0.82  0.0603
212 H 7.83 17.61 4.99  0.0769
213 H 10.95 3.84 11.59  0.1318
214 H 5.48 9.72 6.52  0.0925
215 H 10.30 13.37 3.36  0.0845
216 H 2.94 8.66 7.71  0.0909
217 H 8.76 9.75 9.48  0.1288
218 H -1.00 2.71 6.70  0.1261
219 H 7.34 13.60 7.59  0.0629
220 H 0.40 4.79 7.43  0.1166
221 H 7.89 19.39 3.80  0.1036
222 H 4.75 4.36 7.74  0.0601
223 H 5.34 25.41 4.71  0.0826
224 H 10.07 9.42 11.58  0.0741
225 H 9.10 2.03 11.40  0.0652
226 H 7.05 13.67 1.60  0.0598
227 H 5.94 18.28 2.65  0.1198
228 H 13.47 6.43 5.58  0.0867
229 H 6.80 4.55 3.60  0.1250
230 H 5.52 4.75 4.70  0.1029
231 H -1.61 3.29 3.01  0.0801
232 H 4.40 1.16 4.08  0.0852
233 H 7.58 21.55 3.23  0.1015
234 H 1.36 11.20 7.93  0.1039
235 H 1.28 8.59 7.39  0.0993
236 H 10.97 6.04 7.53  0.0695
237 H 7.00 16.27 5.80  0.0787
238 H 9.29 12.13 4.13  0.0717
239 H -1.44 1.61 2.84  0.0822

=====

Which of them is the most stable? Correct choice: run w.